# 1
{
  "formula": "C5H10O4S2",
  "method": "wB97M-V/def2-TZVPD",
  "species": ["H", "C", "H", "H", "S", "H", "S", "O", "O", "H", "H", "C", "C", "C", "O", "H", "H", "H", "C", "O", "H"],
  "positions_angstrom": [[1.959, 0.833, -1.236], [-1.924, 1.629, 1.398], [1.468, -0.430, 0.679], [-2.066, 1.903, 2.427], [-1.628, -0.178, 1.137], [-0.685, 0.423, -2.101], [-0.224, 1.876, 0.583], [-0.897, -0.802, 2.227], [-0.403, 2.925, -0.425], [-0.513, -2.257, -0.833], [1.293, -2.305, -1.241], [1.904, -0.218, -1.285], [0.805, -0.628, -0.231], [0.564, -2.129, -0.486], [-2.751, -0.769, 0.472], [-2.578, 1.865, 0.658], [1.504, -0.381, -2.312], [0.794, -2.765, 0.448], [-0.454, 0.238, -0.160], [0.944, 1.892, 1.434], [2.887, -0.722, -1.155]],
  "mulliken_charge": [0.458, -0.776, 0.327, 0.443, 1.028, 0.298, 1.022, -0.573, -0.621, 0.319, 0.462, -1.755, 0.701, -1.268, -0.630, 0.416, 0.462, 0.228, -0.340, -0.555, 0.353],
  "lumo_energy_ev": [-1.91, -1.91],
  "homo_lumo_gap_ha": [0.32383, 0.32362]
}

# 2
{
  "formula": "C21H26Cl2N9O3STa",
  "method": "wB97M-V/def2-TZVPD",
  "species": ["H", "C", "Cl", "H", "C", "C", "H", "Cl", "O", "N", "H", "H", "H", "N", "H", "C", "H", "H", "C", "H", "C", "N", "C", "C", "C", "S", "H", "H", "H", "N", "H", "C", "H", "C", "H", "H", "C", "C", "H", "H", "C", "N", "C", "C", "N", "N", "C", "H", "O", "C", "H", "H", "N", "C", "H", "C", "H", "H", "C", "H", "O", "N", "Ta"],
  "positions_angstrom": [[0.047, -3.327, -1.531], [3.495, -1.197, -2.055], [-1.938, -2.420, -0.460], [1.238, 0.107, -1.827], [1.742, 2.124, 1.480], [-4.058, 3.448, 0.203], [4.332, -1.547, -2.657], [-3.111, -1.547, 2.049], [0.398, 0.775, 0.125], [3.491, -1.915, -0.775], [-5.929, 1.829, -2.774], [0.898, 2.523, -1.783], [2.943, -3.215, -3.628], [0.902, 0.090, 2.566], [-5.254, 5.173, -0.183], [1.368, 2.736, -0.831], [3.313, -3.891, -0.093], [0.405, -3.607, 4.683], [-3.784, 2.153, -0.207], [-4.243, -2.194, 0.079], [2.389, -1.450, 0.026], [2.246, -1.425, -2.791], [1.600, 1.176, 2.561], [1.135, -0.959, -2.004], [-5.025, 4.160, -0.484], [-0.001, -2.562, 2.182], [4.162, -3.702, -1.636], [2.511, -0.384, 0.212], [0.929, -3.685, -0.029], [0.677, -2.643, 4.745], [3.388, 4.986, 0.712], [2.175, 3.851, -0.653], [2.369, -1.985, 0.973], [1.168, 1.898, 0.242], [-6.442, 4.148, -2.093], [0.201, -1.146, -2.541], [-3.381, -2.552, 0.625], [-5.401, 2.282, -1.946], [3.618, -0.128, -1.870], [2.172, 1.364, 3.465], [2.542, 3.257, 1.644], [1.051, -0.631, 3.731], [0.961, -3.143, -0.972], [3.324, -3.349, -1.039], [-2.406, 1.709, 1.645], [1.049, -1.661, -0.664], [0.635, -1.838, 3.675], [2.991, 3.451, 2.611], [-2.282, 0.310, -0.100], [-4.434, 1.554, -1.272], [1.054, -2.293, 5.611], [1.181, -3.053, -3.581], [2.074, -3.602, -1.762], [-5.694, 3.581, -1.556], [-3.528, 3.888, 1.037], [2.760, 4.115, 0.584], [-3.469, -3.590, 0.920], [2.347, 4.517, -1.487], [2.103, -2.866, -3.030], [-4.189, 0.545, -1.568], [-1.474, 0.926, 2.113], [-2.776, 1.386, 0.501], [-0.570, -0.557, 0.882]],
  "mulliken_charge": [0.558, -0.657, -0.028, -0.040, 0.984, -0.448, 0.364, 0.068, 0.811, 0.167, 0.401, 0.528, 0.349, 0.737, 0.405, -0.915, 0.335, 0.204, 0.558, 0.389, -0.559, 0.114, -0.267, -0.440, -0.607, -0.404, 0.345, 0.001, 0.248, -0.405, 0.450, -0.714, 0.288, 0.907, 0.418, 0.237, -0.286, -0.680, 0.334, 0.489, -0.933, -1.503, -0.976, -0.736, -0.675, 0.661, 0.818, 0.472, -0.751, -0.334, 0.255, 0.342, 0.075, -0.493, 0.483, -0.814, 0.418, 0.474, -0.818, 0.392, -0.297, 1.292, 0.412],
  "charge": 2,
  "lumo_energy_ev": -7.46,
  "homo_lumo_gap_ha": 0.24571
}

# 3
{
  "formula": "C6H8Br2NO",
  "method": "wB97M-V/def2-TZVPD",
  "species": ["C", "C", "Br", "C", "H", "O", "H", "H", "C", "N", "H", "H", "H", "H", "H", "C", "Br", "C"],
  "positions_angstrom": [[-1.451, -1.047, -0.474], [0.921, -0.561, 0.853], [-3.504, 0.993, -0.142], [-0.324, -1.691, -0.101], [1.223, -0.528, 2.686], [0.461, -0.546, 2.100], [0.780, -0.213, -1.651], [0.722, 1.632, -1.839], [-0.764, 1.206, 0.319], [0.612, 0.829, 0.240], [1.235, 1.556, 0.666], [-1.107, 2.274, 0.395], [2.214, 0.888, -1.340], [-2.292, -1.597, -0.755], [1.936, -0.962, 0.751], [1.044, 0.824, -1.317], [0.041, -3.407, -0.314], [-1.746, 0.351, -0.077]],
  "mulliken_charge": [-0.205, -0.317, -0.070, -0.365, 0.366, -0.436, 0.416, 0.389, -0.670, 0.010, 0.390, 0.386, 0.336, 0.580, 0.652, -0.836, 0.003, 0.370],
  "charge": 1,
  "lumo_energy_ev": -4.03,
  "homo_lumo_gap_ha": 0.32117
}

Result set for energy relative to the best compared isomer or geometry (same formula, charge and spin): 6.111; 1.059; 0.219 eV, one per record in the order listed.